The following is a quantum chemistry calculation of a molecular structure, C45H36N6O4ReSe2 at a distorted geometry, from the OMol25 dataset.

Atoms and positions in Å:
C -3.47914 -6.12934 -1.55354
C 1.89573 0.89621 5.21040
C 1.65462 -5.12356 2.20213
C -1.44108 4.54453 1.56244
O -0.13023 -1.32598 -1.27260
H 1.62488 4.32812 2.93855
N -1.39323 -3.11092 -1.14806
H 1.66499 2.56221 -4.94240
H -3.97646 -7.12868 -3.38458
H 1.69730 2.29262 1.54830
C -3.20364 -0.87144 1.53110
C -0.97839 1.58277 -3.09151
C -4.00332 -0.55330 -1.03993
H 1.16550 6.08905 -1.97793
C -4.48227 -1.27427 1.18163
H -0.42079 5.72498 3.01548
C 0.70471 3.75364 -3.45429
C 0.88078 2.59808 -4.19800
H 0.18353 0.60942 -4.60226
C 2.36009 1.31973 -0.95733
C -2.74733 -0.18339 -0.60166
C 1.98603 -2.99770 1.12994
H -5.13895 -1.68542 1.93571
H 2.00900 -6.11256 2.45859
H 4.67156 -3.07823 0.65636
C -2.41972 3.31841 -0.27813
H -4.28854 -0.40558 -2.07259
H -1.64963 0.74073 -2.97065
C 0.09052 6.15592 -2.15460
C -0.38442 4.85643 2.37294
C 2.01651 -0.31158 3.16164
H -5.86053 -1.47017 -0.45118
H 2.64946 3.22715 -1.84097
C 0.81899 2.92663 1.55522
Re 0.09612 -0.70780 0.68089
H 2.32781 1.23916 6.14071
C 0.05569 0.74613 3.68442
Se -2.67351 -0.94398 3.37615
H -2.01949 0.24679 -1.27310
H -0.32934 6.92111 -1.50836
Se -1.80164 1.17539 3.41722
C 2.82027 -1.98935 0.49707
C 4.51776 2.38996 -1.18092
N 2.21093 -0.84391 0.16531
H 5.10110 3.25159 -1.47513
C -3.43751 -6.30930 -2.92842
C -2.70102 -5.44251 -3.72511
C -1.15969 2.72356 -2.32208
C 2.44872 -4.27329 1.46168
H 1.34216 4.60855 -3.63277
C -0.30757 3.83591 -2.50463
N -2.31945 2.82276 -1.49066
C 0.40781 -4.69170 2.63717
N 0.75867 0.01108 2.80829
C 0.76868 4.05683 2.33337
C 4.21989 -2.13084 0.40926
N -2.33362 -0.37018 0.65484
H -3.18674 2.64749 -1.98110
H -0.03253 1.79811 5.53570
C 4.37542 0.15686 -0.28504
C 2.61518 0.10402 4.33032
O -1.54304 -2.92407 0.09590
C 4.98995 -1.05286 0.10135
H -2.31802 5.18181 1.54081
C -2.06448 -4.21426 -1.78089
H 6.20863 1.23568 -0.56607
H 3.42812 -4.60352 1.14326
C -4.87936 -1.14003 -0.13714
H 3.62773 -0.20145 4.55135
H 2.56914 -0.94008 2.48354
O -0.56832 4.94437 -1.79080
H -2.80164 -4.90920 0.09443
H -3.41634 3.63883 0.01287
C 3.12558 2.38369 -1.36113
H -0.10120 6.41116 -3.19799
H -2.67045 -5.59073 -4.79575
C 5.13168 1.28328 -0.66707
O -0.30572 1.39676 0.12915
H -1.42433 -3.71038 -3.76511
C -2.79366 -5.07726 -0.97155
H -4.04472 -6.81056 -0.93285
H -1.03956 -3.13393 2.61349
C -2.00617 -4.38893 -3.15938
C -1.37573 3.45919 0.66209
C 0.59221 1.21163 4.87767
N -0.69192 -2.35072 -1.87051
C -0.27086 2.54026 0.73737
C 0.69710 -2.57802 1.49133
H -0.21095 -5.34072 3.24279
H 6.07070 -1.11737 0.12520
C 0.04819 1.50644 -4.01496
H 1.29475 1.32586 -1.12372
C 2.95857 0.20216 -0.34817
C -0.05652 -3.43400 2.28719

Forces on atoms 1 to 2 (eV/Å):
C -0.005 -0.035 -0.093
C 0.023 0.013 -0.099

Computed properties:
LUMO energy (spin up / spin down) ... -5.7 / -6.3 eV
E_tot ... -197186.2510 eV
Charge ... +2
ΔE to the lowest compared entry with this formula, charge and spin ... 0.8203 eV
Multiplicity ... 4
HOMO energy (spin up / spin down) ... -0.4740 / -0.4785 Ha
Gap between HOMO and LUMO (spin up / spin down) ... 7.23 / 6.76 eV

---

The following is a quantum chemistry calculation of a molecular structure, C45H37N7O2Sr, from the OMol25 dataset.

Atoms and positions in Å:
C 1.75372 -2.41020 -3.65032
C -2.71908 0.03917 -4.24330
C 2.71532 -1.52861 -3.16773
O 1.54574 1.18179 0.93024
C -1.00230 3.29010 -0.64922
H 2.55303 -4.46617 0.75260
H 0.10224 -4.57286 1.13111
C 1.42739 2.53722 3.71356
C -0.90916 -0.19876 4.34503
H 3.50826 2.68914 4.20085
H -3.98452 -2.43180 4.06725
H -5.02983 -3.03343 -0.31608
C -1.24238 0.68963 -2.43741
H 0.71934 0.00355 -4.32495
C 1.79335 -1.15856 0.96476
H 1.48874 -0.91586 5.32826
H -3.12884 2.07366 -0.67355
H 4.20025 1.25417 0.89996
H 5.61511 -0.76502 0.62775
C -3.10534 -1.81142 4.16296
C 0.62000 -3.62472 1.07494
C 1.48978 0.07945 4.90731
H 0.16128 3.98676 -3.80981
C -4.58691 -0.96193 -0.63915
C -4.58469 -2.13369 0.08886
C -3.99726 -2.14481 1.34651
O 0.78420 -2.07004 -4.53957
H -1.81686 -1.32811 -2.86275
H 3.57605 0.43882 5.26356
C 0.83996 -0.76436 -5.09200
C -1.92794 -0.28850 -3.15552
C -4.04006 1.48765 -0.83046
H 2.75135 -5.20892 -2.01616
H -2.64801 -2.45055 6.15729
C -2.81819 1.36609 -4.63788
N 4.83171 -3.22992 0.21729
N 0.45205 -1.23898 1.16243
H 0.36177 4.24791 3.01012
C 0.16339 5.46405 -0.77627
H 0.99646 6.01980 -2.68020
C 1.76869 -3.74027 -3.23127
N 0.30775 1.81190 3.75939
C 3.99493 -2.11996 0.59339
H 4.38392 -1.26679 -1.86435
C 1.96730 -3.56113 0.86057
C -1.35492 2.03941 -2.80184
H -3.23820 -0.74057 -4.78654
C -3.41112 -0.97563 1.80744
C -2.35717 -1.82070 5.32711
H 0.39640 0.75181 -1.17115
C -0.74224 3.17079 -2.03193
H -3.42564 1.64455 -5.48910
Sr -0.82301 1.30089 1.20397
C 2.61967 2.07664 4.26759
C 2.65291 0.83237 4.85877
N 4.61958 -3.79403 -0.86762
N -1.66764 -0.15438 3.25241
C 2.35496 0.18393 0.91716
H -0.72407 4.68351 0.97992
H 1.63808 3.66998 1.93287
C 0.33765 0.61256 4.34850
H 1.03500 -4.41971 -3.64477
C -2.71544 -0.96602 3.12886
C 3.74517 0.27218 0.88015
H -2.23303 3.38032 -4.19858
C -3.98883 0.18107 -0.10528
C -2.13754 2.33810 -3.91907
N -0.49725 0.27780 -1.30871
C 2.60275 -2.30315 0.79501
C 3.64899 -1.96528 -2.23668
H -4.87610 2.07547 -0.44159
C 3.63829 -3.27734 -1.78779
C 1.36988 3.83924 2.97910
C -0.53464 4.48326 -0.07550
H 0.00673 -0.69428 -5.78483
C 2.71851 -4.17210 -2.32657
H -0.62329 -1.02299 6.31293
C -0.10293 -2.42802 1.21358
H 1.77932 -0.60935 -5.62937
H -4.18921 1.33946 -1.89948
C -1.23024 -1.02375 5.41896
C -0.03171 4.13441 -2.75163
H 2.06198 4.56739 3.39972
H -0.32357 -0.71989 -1.33574
C 4.54119 -0.87327 0.73225
H -1.17682 -2.46587 1.36810
H -3.96182 -3.04983 1.93556
C 0.43581 5.27933 -2.12328
H 0.49919 6.36633 -0.27551
H -5.03416 -0.91133 -1.62228
H 2.74928 -0.50181 -3.50114
N -3.38243 0.15304 1.08805

Forces on atoms 1 to 2 (eV/Å):
C 0.003 -0.042 -0.006
C -0.006 0.061 -0.027

Computed properties:
LUMO energy ... -0.4 eV
E_tot ... -62629.1719 eV
Charge ... 0
ΔE to the lowest compared entry with this formula, charge and spin ... 0.0000 eV
HOMO energy ... -0.2513 Ha
Gap between HOMO and LUMO ... 6.42 eV

---

The following is a quantum chemistry calculation of a molecular structure, C45H38BrClIN6O4PPb, from the OMol25 dataset.

Atoms and positions in Å:
C 1.60020 -3.10416 -0.23107
C 4.68693 -1.70352 1.01861
H 0.43530 0.18780 -6.77729
C 3.96296 0.64088 -1.13860
H -3.68414 5.49731 -1.15954
H -2.15171 -0.75729 -2.14939
C -4.79002 -1.74284 -0.27445
O 3.11469 3.62731 0.73386
C -3.04473 4.61466 -1.17246
C -2.30240 5.06535 1.19859
N 0.41154 -2.58722 -0.47383
H 2.39879 5.17777 -2.80121
O 1.70753 2.02625 0.06302
H -4.42694 3.21327 -5.90297
C -4.09862 -1.41464 -1.40874
H 2.38495 -5.06234 -0.45611
H -2.26217 4.19574 -6.56071
H -4.97368 4.49610 0.80924
H 0.11279 -5.74010 -1.35846
C 0.69462 -0.68076 -6.18289
H 5.33038 3.52424 -0.07569
H -2.21770 4.65640 2.20468
I -1.67877 -1.36841 5.19036
H -4.25690 3.18256 1.75511
H 5.75657 -1.71437 1.12309
H -5.80944 -2.09938 -0.32594
H -4.78154 2.88733 0.09304
H -2.06150 4.90090 -1.54534
H 0.92902 -1.96833 -7.87769
C 5.27912 2.55338 -0.55035
C 3.73899 -0.81171 1.43128
H 1.55539 -3.79052 -4.05576
H -3.47187 3.88216 -1.85787
N 1.61850 -4.42206 -0.56627
H 1.04290 -1.62006 -2.95377
H -2.92127 5.96196 1.23517
C 6.31878 0.72647 -1.71701
C 1.30900 -2.92104 -4.65205
C 1.04003 -1.71153 -4.03192
Pb 0.22029 0.05480 0.23977
C -0.36184 -3.59959 -0.96331
C -2.35485 1.06429 -4.31968
C -3.50329 2.75653 -5.57233
H -4.52962 -2.29577 4.29891
N 2.51009 -1.22547 1.01562
C -2.08288 2.86516 0.20988
C 0.74237 -0.58850 -4.79478
N -1.40583 1.94242 0.17807
C -4.16186 -1.64505 0.98800
C -4.32675 3.62022 0.75971
C 3.48655 3.14118 -5.28568
C 1.54373 3.28490 -3.30997
C -1.09987 2.75389 -5.48263
C 4.05505 1.89542 -0.54643
C -2.82201 -1.15936 1.01400
P 0.34323 0.91797 -3.87408
C 5.09788 0.07873 -1.69424
C 2.84705 2.58824 0.13069
H -1.30467 5.33822 0.85658
H 0.79937 3.30358 -2.52268
C 2.58838 2.09576 -5.13124
H 3.86047 0.09992 1.99030
C 0.36945 -4.74898 -1.03097
N -2.17430 -0.85039 -0.12853
C 2.69033 -2.35487 0.36251
H 4.43914 -3.43722 -0.16114
H -1.39239 -3.43768 -1.22750
N 4.00893 -2.68519 0.34741
C -4.06516 -1.95845 3.38277
H 1.47098 -3.95600 -6.52292
C -2.76824 -0.98329 -1.28712
C -2.94233 4.04239 0.24859
C 1.27207 -3.01062 -6.03499
C 0.96256 -1.89231 -6.79864
O -0.89101 -0.55625 2.30784
C 3.40409 4.25709 -4.46520
C 2.43977 4.32718 -3.46866
C 6.39420 1.98633 -1.14377
H 4.10128 5.07466 -4.59649
C 1.61320 2.17160 -4.14500
H 4.25370 3.08536 -6.04739
C -2.76496 -1.46885 3.39982
Br 4.99470 -1.66700 -2.46985
H -4.55277 -1.48631 -2.38783
Cl -6.40494 -2.61120 2.21007
H 2.65036 1.22848 -5.77752
O 0.06011 0.60743 -2.44709
C -3.53812 1.62447 -4.76872
C -1.13038 1.62949 -4.66671
C -2.28643 3.31471 -5.93296
C -4.76298 -2.02427 2.20187
C -2.08107 -1.02199 2.25420
H -0.14934 3.19653 -5.75304
H -2.36596 0.19252 -3.68117
H 7.17967 0.26273 -2.17850
H -4.48572 1.18356 -4.48706
H 7.33417 2.52359 -1.16286
H 3.00866 0.13356 -1.16690

Forces on atoms 1 to 2 (eV/Å):
C -0.382 -0.160 -0.206
C 0.005 0.080 0.258

Computed properties:
LUMO energy ... 0.0 eV
E_tot ... -169618.5908 eV
Charge ... 0
ΔE to the lowest compared entry with this formula, charge and spin ... 0.6976 eV
HOMO energy ... -0.2521 Ha
Gap between HOMO and LUMO ... 6.82 eV

---

- The highest ΔE to the lowest compared entry with this formula, charge and spin belongs to which entry?
  C45H36N6O4ReSe2

---

- The lowest E_tot belongs to which entry?
  C45H36N6O4ReSe2

---

- Which of these has the highest E_tot?
  C45H37N7O2Sr

---

- The highest charge belongs to which entry?
  C45H36N6O4ReSe2